Run a
DFT (ωB97M-V with the def2-TZVPD basis set) results for the ion C5H15N2O with charge +1.

SMILES string = CNC[C@H]([NH3+])[C@@H](C)O
Frontier orbital gap = 10.1 eV
LUMO level = -0.1117 hartree
HOMO level = -0.4818 Ha

```
! wB97M-V def2-TZVPD RIJCOSX def2/J DEFGRID3
* xyz 1 1
C 1.505 -2.125 0.860
N 1.599 -1.344 -0.376
C 1.007 -0.019 -0.368
C -0.477 -0.143 -0.005
N -1.019 -0.971 -1.157
C -1.190 1.218 -0.056
C -0.795 2.128 1.128
O -0.815 1.755 -1.311
H 2.346 -2.807 0.851
H 1.563 -1.486 1.750
H 0.553 -2.647 0.966
H 2.538 -1.350 -0.735
H 1.526 0.743 0.226
H 1.082 0.351 -1.347
H -0.631 -0.582 0.974
H -1.135 -0.293 -1.912
H -1.877 -1.460 -0.914
H -0.284 -1.647 -1.418
H -2.267 1.014 -0.028
H -0.096 2.876 0.800
H -0.382 1.542 1.951
H -1.718 2.555 1.515
H -1.033 2.693 -1.392
*
```

=====

Run b
DFT (ωB97M-V with the def2-TZVPD basis set) results for the ion C5H15N2O with charge +1.

SMILES string = NCC[NH2+]CCCO
Frontier orbital gap = 11.0 eV
LUMO level = -0.1117 hartree
HOMO level = -0.5141 Ha

```
! wB97M-V def2-TZVPD RIJCOSX def2/J DEFGRID3
* xyz 1 1
N -0.514 2.844 -1.192
C -0.399 2.736 0.268
C -0.257 1.146 0.625
N -0.106 0.355 -0.693
C -0.724 -0.991 -0.408
C -0.187 -1.810 0.704
C 0.917 -2.828 0.575
O 1.780 -2.579 -0.543
H 0.129 3.525 -1.445
H -1.306 3.358 -1.354
H 0.668 3.055 0.482
H -1.366 3.105 0.796
H 0.660 1.120 1.055
H -1.052 0.687 1.120
H 0.875 0.036 -0.895
H -0.218 0.953 -1.656
H -0.572 -1.616 -1.319
H -1.781 -0.833 -0.255
H -0.883 -2.671 0.872
H -0.290 -1.049 1.687
H 1.540 -2.675 1.563
H 0.570 -3.812 0.380
H 2.515 -2.058 -0.369
*
```

=====

run a comes first in stability; the runner-up is 71.8 kcal/mol higher.